1.
C24H23LuOTe as an isolated structure in a non-equilibrium geometry, computed with the ωB97M-V functional and the def2-TZVPD basis.

Last column: Mulliken charge in e.
CARTESIAN COORDINATES (ANGSTROEM)
Lu 0.073 -0.589 0.324  1.399
Te -1.182 -0.800 4.918  -0.224
O -0.363 -0.851 -2.470  -0.408
C 0.970 1.599 0.636  -1.075
C 1.960 1.826 6.336  -0.424
C -0.419 0.483 -5.158  -0.388
C -1.318 1.457 0.121  -0.806
C 1.299 0.748 5.743  -0.444
C 0.613 -1.523 -6.079  -0.528
C 1.253 2.981 6.705  -0.449
C -0.110 1.177 -6.302  -0.613
C -0.021 1.820 -0.395  -0.283
C 0.542 0.523 -7.376  -0.426
C 0.133 -3.062 -0.303  -0.070
C -1.146 1.019 1.489  -0.303
C -1.651 -1.285 -3.012  -0.194
C 0.524 -2.231 1.788  -0.131
C -0.819 2.025 5.869  -0.463
C -0.448 -1.622 -3.845  -0.147
C -0.116 -0.878 -5.059  0.869
C -0.885 -2.271 1.574  -0.271
C 0.271 1.115 1.812  -0.149
C -1.118 -2.775 0.282  -0.839
C 1.150 -2.715 0.611  -1.061
C 0.922 -0.826 -7.241  -0.502
C -0.105 0.843 5.544  -0.054
C -0.125 3.082 6.460  -0.393
H 0.170 2.253 -1.356  0.484
H -2.126 -2.145 -2.397  0.186
H 2.008 1.835 0.595  0.506
H 1.779 3.809 7.186  0.339
H -2.258 1.581 -0.372  0.529
H 3.037 1.768 6.517  0.332
H 0.295 -3.557 -1.279  0.436
H -0.388 2.221 -6.404  0.387
H 1.790 -0.182 5.453  0.362
H -2.119 -2.993 -0.150  0.417
H 0.998 -1.947 2.747  0.480
H -0.874 0.978 -4.301  0.143
H -2.196 -0.345 -3.364  0.202
H 0.727 1.079 -8.314  0.340
H 0.929 -2.546 -5.963  0.393
H -1.891 2.040 5.667  0.352
H -1.636 -2.025 2.352  0.200
H -0.662 3.994 6.739  0.325
H 0.674 0.936 2.783  0.468
H 2.240 -2.870 0.476  0.444
H 1.425 -1.316 -8.077  0.370
H 0.086 -2.585 -3.706  0.241
H -1.893 0.744 2.199  0.438

For the HOMO-LUMO gap, the calculation gives 4.45 eV. As for the charge: 0. For the electronic energy, the calculation gives -68218.3912 eV.

2.
C24H23N2O2PSTi as an isolated structure, computed with the ωB97M-V functional and the def2-TZVPD basis.

Last column: Mulliken spin population.
CARTESIAN COORDINATES (ANGSTROEM)
Ti -0.888 -0.477 0.690  1.058
S -2.586 -2.323 0.527  -0.012
P 1.631 0.633 -0.192  -0.021
O -1.441 0.042 2.641  0.004
O -2.223 1.028 -0.102  0.018
N -4.644 -2.555 2.242  -0.001
N -4.298 -0.502 1.628  0.000
C -0.379 -3.145 -2.001  0.010
C -0.166 4.354 -2.296  -0.001
C 0.461 -3.214 -0.901  -0.011
C 1.775 2.950 -1.901  -0.002
C -0.625 -1.916 -2.602  0.010
C 1.006 2.097 -1.126  0.016
C 3.734 -0.098 -1.931  -0.001
C 3.361 0.477 -0.716  0.004
C 0.848 -0.814 -1.032  0.062
C -0.317 -0.483 2.692  -0.038
C -0.354 2.384 -0.954  -0.036
C 0.461 -0.516 3.955  -0.012
C -0.019 -0.760 -2.131  -0.031
C 4.340 0.993 0.131  0.000
C -5.622 -1.821 3.046  0.001
C 6.041 0.369 -1.446  0.000
C -5.428 -0.370 2.546  0.000
C 1.058 -2.056 -0.407  -0.002
C -0.948 3.495 -1.539  -0.004
C 5.678 0.944 -0.237  0.000
C 5.071 -0.154 -2.291  0.000
C -1.025 1.330 -0.199  -0.028
C -3.880 -1.750 1.503  0.006
C 1.188 4.075 -2.472  0.002
H 5.357 -0.604 -3.233  0.000
H -4.444 -3.533 2.353  0.000
H -6.629 -2.189 2.865  0.000
H 2.980 -0.505 -2.595  0.001
H -5.189 0.321 3.352  0.000
H 1.724 -2.115 0.447  0.006
H -0.856 -4.039 -2.378  0.001
H -3.829 0.274 1.187  0.001
H -0.132 -0.188 4.809  -0.001
H 6.435 1.347 0.422  0.000
H -0.602 5.232 -2.752  0.000
H 7.083 0.324 -1.731  0.000
H 1.316 0.151 3.821  0.000
H 2.828 2.746 -2.053  0.000
H 4.053 1.430 1.080  0.000
H -1.293 -1.858 -3.452  0.000
H 0.866 -1.515 4.120  0.000
H 1.797 4.743 -3.066  0.000
H -6.305 0.000 2.016  0.000
H -2.007 3.671 -1.396  0.000
H -5.395 -1.925 4.107  0.000
H -0.211 0.182 -2.630  0.001
H 0.644 -4.165 -0.420  0.000

As for the expectation value of S²: 0.76. The spin multiplicity is 2. For the HOMO-LUMO gap (alpha / beta), the calculation gives 7.22 / 7.75 eV. As for the charge: +1. For the electronic energy, the calculation gives -75570.9920 eV. For the energy above the lowest of the compared OMol25 structures with the same formula, charge and spin, the calculation gives 0.0000 eV.

3.
One molecule with the formula C24H23N3O4 in a non-equilibrium geometry, computed with the ωB97M-V functional and the def2-TZVPD basis.

Last column: Mulliken charge in e.
CARTESIAN COORDINATES (ANGSTROEM)
O -0.814 1.132 -1.184  -0.678
O -2.928 -1.504 -0.040  -0.510
O 1.242 2.830 0.586  -0.716
O 0.062 1.183 1.556  -0.230
N 1.577 -1.909 0.205  -0.627
N 3.475 -0.276 -1.317  -0.218
N -0.358 -0.841 -0.116  0.213
C 4.730 -3.591 0.931  -0.563
C -4.834 -0.403 -0.583  1.184
C 1.017 -0.779 0.030  0.210
C -6.429 -2.493 0.266  -0.349
C -4.276 -1.583 -0.052  -0.101
C -3.795 1.799 -1.500  -1.625
C 3.848 -1.411 -0.563  0.938
C -2.606 -0.275 -0.566  1.260
C 3.156 2.153 -1.218  -0.076
C 2.938 -2.122 0.237  -0.013
C 5.612 -2.917 0.107  -0.717
C 4.343 2.266 -2.167  -1.740
C 2.735 0.764 -0.829  0.333
C -6.999 -1.329 -0.257  -0.653
C 3.403 -3.204 0.979  -0.727
C -6.219 -0.278 -0.684  -0.518
C 5.168 -1.831 -0.631  -0.655
C 0.976 1.653 0.672  0.207
C -1.190 0.101 -0.661  0.144
C -5.062 -2.642 0.378  -1.118
C 1.633 0.559 -0.043  0.445
C -0.657 2.160 2.297  -0.371
C -3.723 0.438 -0.912  -0.075
C 0.119 2.628 3.520  -1.258
H 1.028 3.135 3.206  0.307
H 6.643 -3.227 0.035  0.376
H -4.402 2.446 -0.868  0.378
H -4.262 1.755 -2.483  0.354
H -1.589 1.667 2.588  0.372
H 4.207 0.004 -1.956  0.288
H 3.370 2.700 -0.297  0.368
H -8.075 -1.259 -0.324  0.385
H -0.876 3.009 1.641  0.356
H 4.142 1.783 -3.122  0.402
H -0.761 -1.738 0.128  0.353
H 2.692 -3.738 1.590  0.459
H 0.385 1.777 4.144  0.297
H -7.076 -3.294 0.590  0.388
H 5.251 1.850 -1.730  0.387
H -4.616 -3.537 0.780  0.455
H 5.068 -4.431 1.518  0.376
H 2.286 2.650 -1.654  0.334
H -6.660 0.620 -1.088  0.463
H 5.860 -1.301 -1.273  0.330
H -0.490 3.318 4.098  0.401
H -2.797 2.215 -1.596  0.364
H 4.531 3.318 -2.366  0.409

For the HOMO-LUMO gap, the calculation gives 7.65 eV. As for the charge: 0. The SMILES is CCOC(=O)C1=C(CC)Nc2ccccc2N=C1NC(=O)c1oc2ccccc2c1C. For the electronic energy, the calculation gives -37922.4426 eV. For the energy above the lowest of the compared OMol25 structures with the same formula, charge and spin, the calculation gives 1.0981 eV.

4.
One molecule with the formula C24H23N3O4S in a non-equilibrium geometry, computed with the ωB97M-V functional and the def2-TZVPD basis.

Last column: Mulliken charge in e.
CARTESIAN COORDINATES (ANGSTROEM)
S -2.263 -3.332 0.192  1.269
O -2.544 1.148 -1.790  -0.723
O -1.283 -4.363 0.362  -0.752
O 1.440 1.752 2.577  -0.589
O -3.535 -3.451 0.837  -0.715
N 2.219 1.478 -0.426  -0.221
N -1.794 -0.893 -2.365  0.171
N -2.574 -3.261 -1.443  0.106
C 0.026 2.018 -1.129  -0.693
C -1.527 -1.781 0.740  0.370
C 1.316 2.421 -0.598  0.660
C 4.928 3.347 1.225  -0.854
C -0.237 0.767 -1.521  -0.206
C -0.788 -1.927 -2.493  -0.540
C -3.656 -2.414 -1.895  -0.655
C -0.398 0.547 1.722  0.618
C 0.273 1.765 2.258  0.928
C -1.447 -3.313 -2.332  -1.046
C -1.777 0.460 1.531  -0.460
C 3.384 1.785 0.160  -0.215
C 3.694 3.104 0.595  1.343
C -0.158 -1.717 0.927  -0.470
C 5.819 2.328 1.416  -0.505
C -2.340 -0.707 1.047  -1.004
C -1.603 0.374 -1.898  0.306
C -0.575 3.003 2.395  -1.687
C 4.328 0.755 0.367  -0.395
C 2.726 4.104 0.368  -0.864
C 1.542 3.768 -0.224  -0.671
C 0.405 -0.555 1.419  -0.753
C -3.121 -1.284 -2.788  -0.841
C 5.516 1.026 0.983  -0.634
H -0.036 -1.804 -1.714  0.284
H -3.073 -1.618 -3.831  0.383
H 0.774 4.506 -0.405  0.485
H -3.760 -0.402 -2.725  0.384
H -1.793 -3.696 -3.297  0.348
H 0.061 3.847 2.651  0.365
H 5.155 4.351 1.557  0.378
H 1.469 -0.470 1.580  0.443
H -1.109 3.208 1.471  0.375
H -3.407 -0.799 0.929  0.415
H -4.377 -3.022 -2.455  0.326
H -0.739 -4.025 -1.907  0.428
H -0.293 -1.861 -3.471  0.489
H 0.438 -2.591 0.712  0.581
H 6.765 2.516 1.903  0.391
H 6.236 0.237 1.148  0.388
H 2.930 5.120 0.677  0.431
H -4.157 -2.029 -1.008  0.319
H -0.760 2.760 -1.161  0.445
H 4.077 -0.239 0.030  0.477
H -2.423 1.289 1.769  0.414
H 0.568 0.052 -1.515  0.691
H -1.301 2.856 3.192  0.483

For the HOMO-LUMO gap, the calculation gives 7.98 eV. As for the charge: 0. The SMILES is CC(=O)c1ccc(S(=O)(=O)N2CCN(C(=O)/C=C/c3ccc4ccccc4n3)CC2)cc1. For the electronic energy, the calculation gives -48756.9746 eV. For the energy above the lowest of the compared OMol25 structures with the same formula, charge and spin, the calculation gives 2.4069 eV.